# 1
This record from OMol25 describes a 3-piece molecular cluster, C5H8N3O2 overall. The level of theory is ωB97M-V with the def2-TZVPD basis set.

```
18
Properties=species:S:1:pos:R:3:nbo_charge:R:1
C 0.707 0.414 -0.123 0.37
C -1.495 0.192 0.266 0.05
C -0.494 -0.853 -4.606 1.05
C -0.724 0.136 1.553 0.13
C 1.727 0.404 2.124 -0.41
N 0.635 0.343 1.191 -0.36
N -0.476 0.400 -0.715 -0.52
N -1.400 -0.995 1.063 -0.57
O -0.477 -0.308 -3.591 -0.60
O -0.516 -1.413 -5.594 -0.44
H 1.639 0.485 -0.659 0.25
H -2.471 0.617 0.088 0.25
H -1.171 0.677 2.881 0.24
H 2.115 -0.597 2.330 0.23
H 2.530 1.022 1.725 0.23
H 1.367 0.831 3.059 0.25
H -0.622 0.438 -1.718 0.47
H -0.874 -1.792 0.725 0.39
```

Results
Net charge: +1
M (g/mol): 142.138
HOMO-LUMO gap (eV): 10.866
HOMO energy (eV): -14.4
Energy relative to the best compared isomer or geometry (same formula, charge and spin) (kcal per mole): 30.7

***

# 2
This record from OMol25 describes one molecule with the formula C4H7NS2. The level of theory is ωB97M-V with the def2-TZVPD basis set.

```
14
Properties=species:S:1:pos:R:3:nbo_charge:R:1
C 2.215 -0.160 0.091 0.24
C 0.020 1.069 0.531 -0.51
C -0.517 -0.068 -0.364 -0.37
C -2.048 -0.157 -0.248 -0.64
N 3.219 -0.798 -0.002 -0.60
S 1.727 1.420 0.069 0.36
S 0.007 -1.720 0.246 -0.23
H -0.457 2.063 0.382 0.23
H 0.138 0.822 1.546 0.24
H -0.279 0.111 -1.498 0.22
H -2.231 -1.160 -0.656 0.22
H -2.817 0.456 -0.742 0.22
H -2.280 -0.135 0.862 0.21
H 3.304 -1.741 -0.217 0.41
```

Results
M (g/mol): 133.241
HOMO-LUMO gap (spin up / spin down) (eV): 7.173 / 7.163
HOMO energy (spin up / spin down) (eV): -8.1 / -8.1
Energy relative to the best compared isomer or geometry (same formula, charge and spin) (kcal per mole): 65.1

***

# 3
This record from OMol25 describes C12H36BaO6 as an isolated structure. The level of theory is ωB97M-V with the def2-TZVPD basis set.

```
55
Properties=species:S:1:pos:R:3:mulliken_charge:R:1
Ba 0.202 0.648 0.405 1.46
C 2.336 1.548 -2.477 -0.84
C 1.134 0.860 -3.213 -0.33
O 0.366 0.280 -2.229 -0.42
H 3.045 0.821 -2.079 0.28
H 2.034 2.209 -1.664 -0.02
H 2.856 2.209 -3.169 0.40
H 1.453 0.084 -3.909 0.45
H 0.586 1.585 -3.815 0.33
H -0.262 -0.238 -2.738 0.14
C -1.004 5.163 -0.741 -1.16
C -0.104 4.003 -1.248 -0.56
O -0.764 2.786 -0.897 -0.09
H -1.327 4.986 0.285 0.27
H -1.852 5.210 -1.425 0.33
H -0.442 6.097 -0.737 0.40
H 0.912 4.135 -0.878 0.46
H -0.108 3.981 -2.338 0.36
H -1.396 2.765 -1.619 0.11
C 2.820 -3.063 1.631 -0.83
C 3.188 -1.575 1.284 -0.44
O 2.323 -1.078 0.234 -0.10
H 1.803 -3.084 2.023 0.03
H 3.568 -3.443 2.327 0.42
H 2.717 -3.712 0.762 0.32
H 4.217 -1.469 0.939 0.39
H 3.184 -0.978 2.196 0.28
H 2.646 -1.389 -0.615 0.15
C -0.435 -0.343 4.924 -1.24
C 0.670 -0.388 3.787 -0.30
O 0.078 -0.943 2.635 -0.31
H -1.228 0.298 4.538 0.28
H -0.140 0.104 5.873 0.39
H -0.928 -1.260 5.247 0.37
H 1.545 -0.967 4.082 0.28
H 1.079 0.610 3.635 0.44
H -0.102 -1.879 2.756 0.12
C 0.297 -4.084 -1.033 -1.24
C -0.669 -3.278 -0.152 -0.21
O -0.775 -1.916 -0.617 -0.17
H 1.218 -3.551 -1.271 0.21
H -0.128 -4.351 -2.001 0.41
H 0.628 -5.012 -0.566 0.39
H -0.314 -3.425 0.868 0.24
H -1.672 -3.701 -0.215 0.36
H -1.145 -1.974 -1.501 0.14
C -4.206 1.311 -1.176 -1.42
C -3.047 0.361 -0.954 0.10
O -2.464 0.454 0.321 -0.46
H -4.013 2.336 -0.859 0.34
H -5.053 0.907 -0.622 0.41
H -4.554 1.368 -2.207 0.37
H -2.286 0.531 -1.716 0.01
H -3.396 -0.668 -1.037 0.52
H -3.090 0.122 0.967 0.22
```

Results
Net charge: +2
M (g/mol): 413.742
HOMO-LUMO gap (eV): 11.199
HOMO energy (eV): -16.7
Energy relative to the best compared isomer or geometry (same formula, charge and spin) (kcal per mole): 34.3